Arrangement 1

This record from the OMol25 dataset describes a cluster of 2 separate species, C3H4BrF in total. The level of theory is ωB97M-V/def2-TZVPD.

Geometry (Å):
C (-1.616, -1.127, -0.045)
C (-0.363, -0.874, -0.246)
C (1.611, 1.414, 0.209)
F (2.704, 0.567, 0.301)
Br (-2.887, 0.377, 0.391)
H (-2.253, -1.952, -0.343)
H (0.464, -1.358, -0.445)
H (0.978, 1.478, 1.026)
H (1.362, 1.475, -0.847)

Results
- HOMO-LUMO gap (alpha / beta): 7.771 / 9.837 eV
- Highest occupied orbital energy (alpha / beta): -9.008 / -9.716 eV

For reference, the Löwdin charges in units of e are: atom 1 (C): -0.568, atom 2 (C): 0.031, atom 3 (C): 0.027, atom 4 (F): -0.098, atom 5 (Br): 0.505, atom 6 (H): 0.036, atom 7 (H): -0.013, atom 8 (H): 0.025, atom 9 (H): 0.057

=====

Arrangement 2

This record from the OMol25 dataset describes the molecule C3H4BrF. The level of theory is ωB97M-V/def2-TZVPD.

Geometry (Å):
F (0.836, -1.800, -0.089)
C (0.680, -0.211, 0.061)
Br (2.333, 0.584, 0.006)
C (-0.517, 0.154, -0.754)
C (-0.568, 0.273, 0.759)
H (-0.978, -0.653, -1.135)
H (-0.402, 1.078, -1.435)
H (-0.392, 1.191, 1.289)
H (-0.992, -0.615, 1.298)

Results
- HOMO-LUMO gap: 10.917 eV
- SMILES string: FC1(Br)CC1
- Highest occupied orbital energy: -10.114 eV

For reference, the Löwdin charges in units of e are: atom 1 (F): -0.184, atom 2 (C): -0.842, atom 3 (Br): 0.820, atom 4 (C): -0.124, atom 5 (C): -0.100, atom 6 (H): 0.059, atom 7 (H): 0.143, atom 8 (H): 0.096, atom 9 (H): 0.132

=====

Of them, arrangement 1 has the lowest stability.

=====

Arrangement 1

This record from the OMol25 dataset describes a cluster of 3 separate species, C3H13NO3 in total. The level of theory is ωB97M-V/def2-TZVPD.

Geometry (Å):
C (1.148, 1.211, -0.246)
C (-0.079, 0.770, -1.055)
N (-1.208, 1.632, -0.905)
C (-2.310, 0.975, -0.211)
O (-1.871, 0.428, 1.091)
H (1.991, 0.535, -0.423)
H (1.449, 2.200, -0.579)
H (1.073, 1.104, 0.884)
H (-0.179, -0.324, -0.644)
H (0.241, 0.659, -2.202)
H (-1.010, 2.620, -0.594)
H (-3.031, 1.763, 0.012)
H (-2.835, 0.192, -0.781)
H (-1.764, 1.129, 1.709)
O (0.362, -2.259, 0.676)
H (0.269, -1.460, 1.281)
H (-0.544, -2.484, 0.483)
O (3.332, -1.972, 0.260)
H (3.322, -2.684, -0.411)
H (2.346, -1.981, 0.459)

Results
- HOMO-LUMO gap: 9.711 eV
- SMILES string: CCNCO.O.O
- Highest occupied orbital energy: -9.091 eV

For reference, the Löwdin charges in units of e are: atom 1 (C): -0.124, atom 2 (C): -0.331, atom 3 (N): -0.083, atom 4 (C): -0.240, atom 5 (O): -0.091, atom 6 (H): 0.056, atom 7 (H): 0.061, atom 8 (H): 0.088, atom 9 (H): 0.107, atom 10 (H): 0.140, atom 11 (H): 0.138, atom 12 (H): 0.108, atom 13 (H): 0.123, atom 14 (H): 0.055, atom 15 (O): -0.075, atom 16 (H): 0.079, atom 17 (H): 0.039, atom 18 (O): -0.103, atom 19 (H): 0.041, atom 20 (H): 0.012

=====

Arrangement 2

This record from the OMol25 dataset describes a cluster of 4 separate species, C3H13NO3 in total. The level of theory is ωB97M-V/def2-TZVPD.

Geometry (Å):
C (-1.573, 2.146, 0.300)
C (-0.941, 1.099, -0.341)
C (-0.731, 0.971, -1.888)
N (-0.354, 0.004, 0.357)
H (-1.275, 2.535, 1.288)
H (-2.517, 2.340, 0.002)
H (-0.723, -0.073, -2.229)
H (-1.564, 1.433, -2.580)
H (0.178, 1.669, -2.065)
H (-0.008, -0.761, -0.177)
H (-0.886, -0.470, 1.134)
O (3.947, -1.582, 0.725)
H (3.313, -0.906, 0.907)
H (4.504, -1.490, 1.550)
O (2.378, 0.510, 1.768)
H (2.888, 1.305, 1.645)
H (1.514, 0.889, 1.864)
O (-2.771, -3.450, -1.103)
H (-2.413, -2.564, -0.977)
H (-2.965, -3.606, -0.181)

Results
- HOMO-LUMO gap: 8.451 eV
- SMILES string: C=C(C)N.O.O.O
- Highest occupied orbital energy: -8.158 eV

For reference, the Löwdin charges in units of e are: atom 1 (C): 0.000, atom 2 (C): -0.426, atom 3 (C): -0.065, atom 4 (N): 0.054, atom 5 (H): 0.045, atom 6 (H): -0.004, atom 7 (H): 0.053, atom 8 (H): 0.106, atom 9 (H): 0.106, atom 10 (H): 0.062, atom 11 (H): 0.121, atom 12 (O): -0.085, atom 13 (H): -0.050, atom 14 (H): 0.063, atom 15 (O): -0.043, atom 16 (H): 0.049, atom 17 (H): 0.017, atom 18 (O): -0.048, atom 19 (H): 0.017, atom 20 (H): 0.027

=====

Of them, arrangement 2 has the lowest stability.

=====

Arrangement 1

This record from the OMol25 dataset describes a cluster of 4 separate species, C3H13NO3 in total. The level of theory is ωB97M-V/def2-TZVPD.

Geometry (Å):
C (-0.298, 0.940, -2.937)
C (-0.293, 0.545, -1.594)
C (0.823, -0.139, -0.795)
N (-1.444, 0.592, -0.842)
H (-0.989, 1.865, -3.222)
H (0.684, 0.521, -3.366)
H (1.825, -0.070, -1.244)
H (0.677, 0.333, 0.165)
H (0.550, -1.164, -0.631)
H (-1.846, 1.554, -0.850)
H (-1.265, 0.217, 0.085)
O (2.859, 2.931, 3.165)
H (2.634, 2.943, 4.111)
H (3.455, 2.126, 3.156)
O (2.362, -0.822, 3.894)
H (2.232, -0.154, 3.228)
H (2.886, -1.493, 3.464)
O (-5.066, -3.256, -2.047)
H (-5.229, -4.020, -2.508)
H (-4.559, -3.450, -1.232)

Results
- HOMO-LUMO gap: 8.250 eV
- SMILES string: C=C(C)N.O.O.O
- Highest occupied orbital energy: -7.937 eV

For reference, the Löwdin charges in units of e are: atom 1 (C): -0.011, atom 2 (C): -0.512, atom 3 (C): -0.058, atom 4 (N): 0.039, atom 5 (H): 0.088, atom 6 (H): 0.058, atom 7 (H): 0.082, atom 8 (H): 0.060, atom 9 (H): 0.068, atom 10 (H): 0.115, atom 11 (H): 0.072, atom 12 (O): -0.089, atom 13 (H): 0.038, atom 14 (H): 0.054, atom 15 (O): -0.042, atom 16 (H): 0.007, atom 17 (H): 0.031, atom 18 (O): -0.032, atom 19 (H): -0.024, atom 20 (H): 0.056

=====

Arrangement 2

This record from the OMol25 dataset describes a cluster of 3 separate species, C3H13NO3 in total. The level of theory is ωB97M-V/def2-TZVPD.

Geometry (Å):
N (-0.534, 2.313, -1.223)
C (0.810, 1.764, -0.764)
C (0.746, 1.341, 0.729)
C (1.478, -0.014, 0.724)
O (0.590, -1.117, 0.984)
H (-0.880, 2.910, -0.517)
H (-1.247, 1.554, -1.480)
H (1.196, 0.851, -1.366)
H (1.539, 2.604, -0.932)
H (-0.234, 1.449, 1.168)
H (1.260, 2.038, 1.578)
H (2.104, -0.218, 1.636)
H (2.048, -0.458, -0.184)
H (0.824, -1.604, 0.183)
O (-2.011, -2.728, 1.517)
H (-1.440, -2.689, 0.758)
H (-1.716, -1.730, 1.994)
O (-1.232, -1.769, -1.554)
H (-1.710, -2.263, -0.932)
H (-1.593, -2.233, -2.322)

Results
- HOMO-LUMO gap: 9.405 eV
- SMILES string: NCCCO.O.O
- Highest occupied orbital energy: -8.934 eV

For reference, the Löwdin charges in units of e are: atom 1 (N): -0.037, atom 2 (C): -0.261, atom 3 (C): -0.180, atom 4 (C): -0.274, atom 5 (O): -0.127, atom 6 (H): 0.024, atom 7 (H): 0.092, atom 8 (H): 0.117, atom 9 (H): 0.107, atom 10 (H): 0.089, atom 11 (H): 0.147, atom 12 (H): 0.118, atom 13 (H): 0.139, atom 14 (H): 0.060, atom 15 (O): -0.140, atom 16 (H): -0.051, atom 17 (H): 0.171, atom 18 (O): -0.027, atom 19 (H): -0.022, atom 20 (H): 0.056

=====

Arrangement 3

This record from the OMol25 dataset describes a cluster of 4 separate species, C3H13NO3 in total. The level of theory is ωB97M-V/def2-TZVPD.

Geometry (Å):
C (-0.843, -1.426, 1.294)
N (0.315, -1.045, 1.572)
C (0.576, 0.075, 2.457)
C (1.515, 1.105, 1.832)
H (-1.805, -0.981, 1.553)
H (-1.030, -2.293, 0.656)
H (-0.350, 0.577, 2.743)
H (1.098, -0.329, 3.329)
H (2.510, 0.625, 1.816)
H (1.329, 1.293, 0.762)
H (1.559, 1.978, 2.491)
O (-2.498, 1.744, -1.489)
H (-2.801, 0.903, -1.124)
H (-1.598, 1.655, -1.781)
O (1.906, -0.419, -1.676)
H (1.832, -0.855, -0.820)
H (2.641, 0.203, -1.625)
O (-0.868, -0.451, -2.845)
H (0.077, -0.272, -2.935)
H (-1.166, -0.630, -1.938)

Results
- HOMO-LUMO gap: 10.643 eV
- SMILES string: C=NCC.O.O.O
- Highest occupied orbital energy: -10.066 eV

For reference, the Löwdin charges in units of e are: atom 1 (C): -0.074, atom 2 (N): -0.043, atom 3 (C): -0.304, atom 4 (C): -0.103, atom 5 (H): 0.073, atom 6 (H): 0.067, atom 7 (H): 0.101, atom 8 (H): 0.113, atom 9 (H): 0.071, atom 10 (H): 0.064, atom 11 (H): 0.074, atom 12 (O): -0.057, atom 13 (H): 0.026, atom 14 (H): 0.006, atom 15 (O): -0.056, atom 16 (H): 0.027, atom 17 (H): 0.046, atom 18 (O): -0.069, atom 19 (H): 0.015, atom 20 (H): 0.021

=====

Of them, arrangement 2 has the lowest stability.

=====

Arrangement 1

This record from the OMol25 dataset describes a cluster of 3 separate species, C3H10O4 in total. The level of theory is ωB97M-V/def2-TZVPD.

Geometry (Å):
C (-0.353, -0.958, -2.108)
C (-0.705, -0.441, -0.729)
C (0.452, -0.779, 0.192)
O (1.392, -1.497, 0.027)
O (0.480, 0.174, 1.191)
H (-0.520, -2.086, -2.178)
H (0.791, -0.988, -2.128)
H (-0.638, -0.324, -2.949)
H (-0.665, 0.643, -0.702)
H (-1.628, -0.622, -0.220)
H (1.015, -0.010, 1.972)
O (-3.540, 3.182, -1.515)
H (-3.506, 4.129, -1.681)
H (-2.908, 2.970, -0.819)
O (3.293, -1.483, 4.014)
H (4.151, -1.082, 4.197)
H (2.889, -0.828, 3.436)

Results
- HOMO-LUMO gap: 11.087 eV
- SMILES string: CCC(=O)O.O.O
- Highest occupied orbital energy: -10.751 eV

For reference, the Löwdin charges in units of e are: atom 1 (C): -0.094, atom 2 (C): -0.165, atom 3 (C): -0.507, atom 4 (O): 0.115, atom 5 (O): 0.060, atom 6 (H): 0.104, atom 7 (H): 0.092, atom 8 (H): 0.072, atom 9 (H): 0.111, atom 10 (H): 0.114, atom 11 (H): 0.101, atom 12 (O): -0.063, atom 13 (H): 0.033, atom 14 (H): 0.028, atom 15 (O): -0.054, atom 16 (H): 0.037, atom 17 (H): 0.015

=====

Arrangement 2

This record from the OMol25 dataset describes a cluster of 2 separate species, C3H10O4 in total. The level of theory is ωB97M-V/def2-TZVPD.

Geometry (Å):
C (0.689, 2.107, -0.386)
C (0.792, 0.863, 0.492)
O (1.204, 1.184, 1.783)
O (1.641, -0.080, -0.097)
H (0.135, 2.894, 0.123)
H (0.203, 1.856, -1.324)
H (1.695, 2.466, -0.608)
H (-0.220, 0.399, 0.611)
H (2.159, 1.321, 1.774)
H (1.090, -0.830, -0.411)
C (-1.594, -1.424, 0.445)
O (-0.870, -1.239, -0.891)
O (-0.510, -2.506, -1.420)
H (-2.299, -2.235, 0.279)
H (-0.997, -1.745, 1.300)
H (-2.117, -0.482, 0.583)
H (-1.002, -2.551, -2.253)

Results
- HOMO-LUMO gap: 10.716 eV
- SMILES string: CC(O)O.COO
- Highest occupied orbital energy: -10.069 eV

For reference, the Löwdin charges in units of e are: atom 1 (C): -0.022, atom 2 (C): -0.550, atom 3 (O): -0.002, atom 4 (O): -0.009, atom 5 (H): 0.079, atom 6 (H): 0.076, atom 7 (H): 0.082, atom 8 (H): 0.107, atom 9 (H): 0.100, atom 10 (H): 0.082, atom 11 (C): -0.020, atom 12 (O): -0.247, atom 13 (O): -0.041, atom 14 (H): 0.079, atom 15 (H): 0.094, atom 16 (H): 0.088, atom 17 (H): 0.105

=====

Of them, arrangement 2 has the lowest stability.